Here is an isolated molecule of C5H5N3 in a non-equilibrium geometry from the OMol25 dataset. Energies are from ωB97M-V/def2-TZVPD.

Properties
Lowest unoccupied orbital energy (spin up / spin down) ... -0.16 / -0.15 eV
HOMO (spin up / spin down) ... -8.215 / -8.214 eV
Net charge ... 0

Positions of all 13 atoms, in Å:
C: -2.96185 1.16051 -0.08072
C: -1.77605 0.89965 0.02924
C: 1.86553 0.31709 -0.02016
C: -0.54769 0.45567 0.05338
C: 0.48754 -0.36933 0.03261
N: 1.83034 1.57457 -0.09148
N: 0.71951 2.23953 0.16839
N: 0.40017 -1.78572 -0.11158
H: -3.80297 1.72324 -0.46000
H: 2.75621 -0.28850 -0.27761
H: 0.38315 2.57590 -0.73443
H: 1.16970 -2.30363 0.31589
H: -0.36180 -2.23040 0.45939

Atomic forces in eV per Å
C 0.3 0.9 -0.5
C -3.8 0.0 -0.2
C -1.1 -1.3 -0.9
C 5.3 1.9 0.6
C -0.1 -0.3 0.2
N 1.1 0.4 0.2
N -1.8 -3.2 -0.4
N -0.4 -0.8 1.7
H 0.2 -0.5 0.5
H -0.5 0.6 0.5
H 0.0 0.5 0.0
H 0.5 0.7 -0.5
H 0.3 1.2 -1.2


Here is a cluster of 2 separate species, C7H9N in total in a non-equilibrium geometry from the OMol25 dataset. Energies are from ωB97M-V/def2-TZVPD.

Properties
Lowest unoccupied orbital energy ... 0.40 eV
HOMO ... -9.829 eV
Net charge ... 0

Positions of all 17 atoms, in Å:
C: 1.07535 0.82008 -0.14946
C: 0.10194 -0.34371 0.08783
C: -0.55295 -0.63490 -1.30616
C: -0.24468 0.16189 -2.33388
C: -0.78268 0.44848 1.10609
C: -1.41526 -0.11106 2.21243
C: 0.96663 -1.53160 0.65475
H: 0.65599 1.57765 -0.87373
H: 2.32993 0.55327 -0.43547
H: 1.30454 1.40378 0.87663
H: -1.35501 -1.36383 -1.22385
H: 0.68637 0.92254 -2.63012
H: -0.71661 -0.25868 -3.20132
H: -0.96577 1.50364 0.74652
H: -1.27171 -1.27745 2.43388
H: -1.56347 0.73513 3.44969
N: 1.74740 -2.60525 0.58616

Atomic forces in eV per Å
C 5.4 1.9 1.5
C 1.0 0.8 0.3
C 1.2 1.4 2.5
C 1.7 -0.6 -1.9
C -2.6 -1.7 1.4
C 2.5 1.2 2.1
C 5.6 -8.8 -2.2
H 0.7 -0.9 1.2
H -4.1 0.4 0.3
H -0.7 -1.3 -2.2
H 0.1 0.1 -0.8
H -2.9 -2.3 1.4
H -0.4 0.6 -0.8
H 0.4 -1.3 0.9
H -0.3 2.9 -0.3
H -0.2 -2.7 -4.3
N -7.5 10.3 1.1


Here is an isolated molecule of C5H6O from the OMol25 dataset. Energies are from ωB97M-V/def2-TZVPD.

Properties
Lowest unoccupied orbital energy ... -0.07 eV
HOMO ... -8.686 eV
Net charge ... 0

Positions of all 12 atoms, in Å:
O: -0.51486 2.56770 -0.50279
C: -0.62218 1.41572 -0.19910
C: -1.38418 0.18172 -0.23199
C: 0.53127 -1.63873 -0.28413
C: 1.31095 -0.39678 -0.14467
C: 0.05650 0.27107 0.45899
H: -2.21637 0.03712 0.45157
H: -1.46494 -0.35318 -1.17345
H: 0.50202 -2.08324 0.73415
H: 1.61908 0.07500 -1.08275
H: 2.11616 -0.33013 0.59601
H: 0.01126 0.25327 1.54564

Atomic forces in eV per Å
O 0.0 -0.5 0.2
C -0.1 0.2 -0.1
C -0.2 0.1 -0.1
C 0.2 0.2 0.3
C 0.1 0.0 -0.2
C 0.1 0.0 0.2
H 0.1 0.1 -0.1
H 0.0 0.1 0.1
H 0.0 0.0 -0.1
H -0.1 -0.1 0.1
H -0.1 0.0 -0.1
H 0.0 0.0 -0.2


Here is an isolated molecule of C4H9N3O in a non-equilibrium geometry from the OMol25 dataset. Energies are from ωB97M-V/def2-TZVPD.

Properties
Lowest unoccupied orbital energy ... 0.67 eV
Structure (SMILES) ... [H]/N=C(\C(=C)O)N(C)N
HOMO ... -8.673 eV
Net charge ... 0

Positions of all 17 atoms, in Å:
H: -0.64457 2.47696 0.32314
N: -1.22362 1.64909 0.11131
C: -0.39725 0.62493 0.01318
C: 1.08089 0.95807 0.19216
C: 2.08267 0.11784 -0.08651
O: 1.34716 2.25873 0.60483
N: -0.94647 -0.63469 -0.25713
C: -0.38718 -1.90383 0.17514
N: -2.35273 -0.61241 -0.54528
H: 1.92271 -0.88052 -0.46845
H: 3.11983 0.41099 0.03641
H: 2.30966 2.39160 0.59965
H: 0.20974 -1.79311 1.08562
H: 0.23274 -2.32996 -0.61947
H: -1.17650 -2.63247 0.39437
H: -2.45857 -0.31398 -1.51858
H: -2.71849 0.21277 -0.04038

Atomic forces in eV per Å
H -0.6 -0.4 -0.2
N 1.7 -1.2 -0.2
C -1.4 2.2 0.7
C 0.6 -0.9 -0.3
C -0.2 0.0 0.0
O -0.4 -0.8 -0.1
N 0.2 1.2 -0.1
C 0.1 -0.1 0.0
N 0.4 0.4 0.3
H -0.2 0.1 0.1
H -0.1 0.1 0.0
H -0.5 -0.2 0.0
H 0.0 0.1 -0.2
H 0.1 -0.1 0.1
H 0.0 0.5 -0.1
H 0.2 -0.2 0.1
H 0.2 -0.5 0.0


Summary of energy above the lowest of the compared OMol25 structures with the same formula, charge and spin in kcal/mol
125.5 187.1 125.9 64.9
(order as listed above)